<a>
Molecular formula: C26H46CrIN2O3
Method: DFT, wB97M-V/def2-TZVPD

XYZ file:
```
79
C26H46CrIN2O3 | OMol25 | wB97M-V/def2-TZVPD
Cr -0.178 0.100 -0.329
C 0.158 1.541 1.311
C 0.561 0.242 1.760
C 1.674 -0.173 0.878
C 1.885 0.909 -0.040
C 0.932 1.961 0.185
C 1.051 3.377 -0.312
C 0.830 4.264 0.929
C 2.441 3.614 -0.861
C 0.035 3.732 -1.388
C 2.740 -1.234 1.064
C 3.768 -0.769 2.131
C 2.268 -2.688 1.353
C 3.587 -1.303 -0.241
C 0.037 -0.392 3.021
C -0.661 -1.686 2.590
C 1.147 -0.553 4.063
C -0.995 0.572 3.676
H -0.603 2.121 1.778
H 2.673 0.922 -0.763
H 1.419 3.940 1.781
H -0.226 4.212 1.288
H 1.060 5.288 0.723
H 3.253 3.368 -0.171
H 2.583 4.656 -1.137
H 2.600 3.055 -1.780
H -0.998 3.635 -1.050
H 0.171 3.087 -2.265
H 0.145 4.746 -1.671
H 3.420 -0.883 3.150
H 4.080 0.238 1.922
H 4.657 -1.389 2.041
H 1.798 -2.828 2.338
H 3.192 -3.293 1.349
H 1.622 -3.059 0.570
H 4.142 -0.396 -0.404
H 2.945 -1.441 -1.098
H 4.272 -2.167 -0.136
H 0.033 -2.400 2.129
H -1.469 -1.485 1.871
H -1.111 -2.171 3.460
H 1.758 -1.463 3.949
H 0.674 -0.616 5.027
H 1.852 0.297 4.086
H -1.870 0.761 3.053
H -0.507 1.530 3.933
H -1.328 0.135 4.627
C -4.820 -2.134 0.255
O -3.439 -2.475 0.273
C -3.077 -3.022 -1.002
C -1.576 -3.322 -1.029
O -0.758 -2.174 -1.300
C 0.257 -2.357 -2.277
C 0.067 -1.469 -3.511
O 0.442 -0.099 -3.252
C 1.017 0.503 -4.424
H -5.429 -3.053 0.366
H -5.123 -1.605 -0.680
H -5.069 -1.528 1.137
H -3.344 -2.341 -1.808
H -3.625 -3.985 -1.124
H -1.368 -4.123 -1.766
H -1.327 -3.724 -0.054
H 0.206 -3.395 -2.616
H 1.254 -2.170 -1.819
H -0.987 -1.522 -3.808
H 0.708 -1.872 -4.288
H 0.311 0.407 -5.258
H 1.980 0.044 -4.676
H 1.130 1.564 -4.181
I -5.668 2.792 -0.159
C -3.952 1.943 -0.899
C -3.591 1.650 -2.225
N -2.412 0.996 -2.157
N -1.925 0.938 -0.874
C -2.868 1.509 -0.102
H -4.061 1.800 -3.170
H -1.778 0.723 -2.920
H -2.694 1.589 0.955
```

Summary:
Net charge: +1
Molecular weight, g mol⁻¹: 613.565
Gap between HOMO and LUMO (alpha / beta), Ha: 0.28250 / 0.32461
Spin multiplicity: 5

Here are the Löwdin charges for atoms 1 to 5, given in e:
1. Cr 0.78
2. C -0.09
3. C -0.19
4. C -0.18
5. C -0.06

---

<b>
Molecular formula: C26H46CrIN2O3
Method: DFT, wB97M-V/def2-TZVPD

XYZ file:
```
79
C26H46CrIN2O3 | OMol25 | wB97M-V/def2-TZVPD
Cr 0.162 -0.818 -1.314
C -0.638 -1.595 1.089
C 0.715 -1.559 1.592
C 1.516 -2.001 0.521
C 0.671 -2.785 -0.380
C -0.705 -2.459 -0.037
C -1.981 -3.089 -0.542
C -3.080 -2.041 -0.472
C -2.393 -4.186 0.466
C -1.847 -3.648 -1.962
C 3.000 -1.763 0.241
C 3.740 -0.921 1.323
C 3.118 -0.940 -1.054
C 3.759 -3.058 -0.021
C 0.938 -1.406 3.075
C -0.446 -1.481 3.785
C 1.788 -2.657 3.595
C 1.560 -0.062 3.463
H -1.531 -1.139 1.502
H 0.982 -3.571 -1.073
H -3.364 -1.851 0.584
H -3.976 -2.335 -1.017
H -2.702 -1.086 -0.877
H -2.411 -3.700 1.484
H -1.693 -5.021 0.511
H -3.395 -4.593 0.221
H -1.497 -2.905 -2.705
H -2.795 -4.050 -2.358
H -1.100 -4.506 -2.033
H 3.207 0.028 1.549
H 4.740 -0.599 0.881
H 3.996 -1.474 2.227
H 2.590 0.032 -0.958
H 2.726 -1.494 -1.973
H 4.168 -0.671 -1.269
H 3.535 -3.866 0.728
H 4.849 -2.930 0.051
H 3.570 -3.551 -1.028
H -1.053 -2.342 3.472
H -1.109 -0.599 3.563
H -0.387 -1.485 4.872
H 1.268 -3.555 3.276
H 1.815 -2.610 4.695
H 2.786 -2.698 3.179
H 1.534 0.687 2.653
H 2.640 -0.144 3.778
H 1.024 0.381 4.341
C 2.578 4.175 0.185
O 2.080 3.396 -0.921
C 1.408 4.145 -1.946
C 0.248 5.055 -1.533
O -0.909 4.336 -1.057
C -1.771 5.075 -0.190
C -2.998 4.260 0.059
O -2.653 2.953 0.423
C -3.707 2.213 1.032
H 3.220 5.018 -0.158
H 1.744 4.529 0.808
H 3.165 3.422 0.761
H 2.122 4.782 -2.463
H 1.017 3.338 -2.603
H 0.521 5.822 -0.776
H -0.055 5.639 -2.411
H -1.287 5.267 0.781
H -2.047 6.058 -0.645
H -3.555 4.790 0.861
H -3.687 4.229 -0.783
H -4.509 2.089 0.311
H -3.273 1.217 1.300
H -4.102 2.736 1.916
I -1.988 -0.862 -6.463
C -1.414 0.002 -4.672
C -2.232 0.770 -3.798
N -1.552 1.084 -2.697
N -0.272 0.445 -2.764
C -0.203 -0.144 -3.957
H -3.227 1.181 -4.001
H -1.679 1.758 -1.937
H 0.726 -0.659 -4.305
```

Summary:
Net charge: +1
Molecular weight, g mol⁻¹: 613.565
Gap between HOMO and LUMO (alpha / beta), Ha: 0.22983 / 0.28825
Spin multiplicity: 5

Here are the Löwdin charges for atoms 1 to 5, given in e:
1. Cr 0.82
2. C -0.02
3. C -0.12
4. C -0.15
5. C -0.09

---

Among the structures shown above, <a> is the most stable, with the second-best lying 0.1084 hartree higher.